45
Properties=species:S:1:pos:R:3:mulliken_charge:R:1 method="wB97M-V/def2-TZVPD" homo_lumo_gap_ev=5.75 homo_ev=-3.7820 total_charge=-1 max_force_ev_per_a=6.31
H 1.03633 -4.25183 5.46485 0.372
C 1.22004 1.44174 0.51120 -0.819
O 1.14663 0.95336 -3.34940 -0.367
O -0.72742 0.22551 -1.88307 -0.747
C -0.48322 -1.57956 2.89060 -0.747
C 1.36971 -3.00341 3.67840 0.558
C -0.92177 0.65460 3.89700 -0.824
C 0.47463 -3.74465 4.68726 -1.193
H -0.05630 3.15258 0.34207 0.325
H 1.51475 -3.64311 2.79578 0.233
H -0.87903 1.63585 0.03121 0.328
H -1.82897 3.78401 -4.77695 0.305
H -3.92024 2.82431 -3.93068 0.395
H 0.72431 -1.04522 -3.69147 0.269
O 2.80459 -2.32436 5.45980 -0.730
H -0.59657 0.16738 -5.38926 0.169
H -0.45765 -1.16476 1.87756 0.327
O 3.78521 -3.28697 3.69755 -0.767
N 0.90567 -1.65008 3.38349 -0.245
H 1.43136 0.50280 -0.00150 0.249
P -0.25858 1.39706 -2.65702 1.107
C 0.05690 2.17135 -0.12297 -0.371
O -0.54349 2.68435 -3.64571 -0.308
C 2.79124 -2.87048 4.33342 0.129
H -2.90541 3.25777 -2.53845 0.283
H 1.53118 -1.26330 2.68961 0.130
H -1.69370 1.40285 4.05242 0.247
H 0.66188 -0.74997 -6.22074 0.422
H -3.04643 1.57410 -3.04244 0.360
C 1.17483 -0.18736 -4.19784 -0.330
H 2.12776 2.04410 0.45127 0.369
H -2.15887 -1.02651 4.26567 0.369
H -0.97029 -2.55334 2.81796 0.395
H 0.84577 0.99921 -5.97294 0.265
H 0.11580 0.96136 3.83661 0.358
O 0.29222 2.40544 -1.51659 -0.341
H -1.83497 2.06619 -5.15253 0.208
H -0.29311 -3.09149 5.10591 0.256
H 1.01238 1.22724 1.56047 0.104
C -1.29449 -0.61339 3.74992 -0.140
H 2.22528 -0.42431 -4.36539 0.334
C -1.80081 2.78956 -4.33205 -0.167
C 0.48557 0.07197 -5.52587 -0.924
H -0.07347 -4.52532 4.14047 0.291
C -2.98925 2.60473 -3.40763 -1.138



46
Properties=species:S:1:pos:R:3:mulliken_charge:R:1 method="wB97M-V/def2-TZVPD" homo_lumo_gap_ev="7.68 / 7.95" homo_ev="-19.2474 / -20.5324" multiplicity=3 total_charge=+3 max_force_ev_per_a=1.25
H -1.01691 -2.14739 -3.50318 0.573
H -2.73642 -2.15338 -3.15725 0.568
H -2.01052 -5.04708 -0.79717 0.371
H -2.63756 0.35279 -2.65314 0.299
C -1.21452 -4.80030 -1.49710 -1.338
C -1.79411 -1.65189 -2.91665 -0.635
H 2.67032 -2.29032 -0.80967 0.287
H -0.52325 -5.64094 -1.52192 0.417
C -3.05064 -2.31370 -0.32012 -0.681
H 2.34267 -1.10473 2.44740 0.457
H -3.09036 1.86512 1.38635 0.325
C -0.37647 0.57400 2.71522 -0.115
O -1.44168 0.68727 1.73494 -0.551
C -2.02373 2.00320 1.56889 -0.389
N 2.78367 0.41463 -2.72938 -0.257
C 2.37811 -0.45343 -1.85425 0.731
H -1.63881 -4.69524 -2.49598 0.404
H -2.83336 -2.67995 0.68671 0.409
O 0.10916 -1.35231 1.40092 -0.521
H -4.82391 -1.28452 0.33281 0.422
H -1.88960 2.60609 2.46519 0.471
O 1.24674 -0.23246 -1.25540 -0.652
H -3.46874 -0.19734 0.07090 0.079
H 3.34080 -2.24318 -2.45535 0.406
H -0.08463 -3.64215 -0.03412 0.342
H 4.15784 -1.37266 -1.16213 0.429
W -0.27960 -0.07412 -0.08164 2.121
H -0.92286 0.34618 -3.10716 0.217
O -1.30992 3.78731 0.04847 -0.305
C -1.40307 2.67800 0.36483 0.499
C 0.62287 -0.34214 2.04449 0.290
H 3.66051 0.28163 -3.22173 0.276
O 1.87267 -0.25076 2.36577 -0.349
H -3.52454 -3.14149 -0.85801 0.590
H 0.04437 1.53564 3.00554 0.511
H 0.41432 -3.37296 -1.71131 0.306
C -0.44746 -3.54103 -1.05897 -0.328
H 2.25355 1.25229 -2.94215 0.259
C 3.17682 -1.66769 -1.54144 -1.179
C -3.96870 -1.09242 -0.31258 -1.103
H -2.15428 -0.03646 -4.29388 0.440
O -0.86988 1.60757 -0.50040 -0.584
P -1.47452 -2.04967 -1.17019 -0.041
H -0.74650 0.03359 3.59349 0.341
H -4.35209 -0.86428 -1.30636 0.355
C -1.88121 -0.16127 -3.24724 -1.167



43
Properties=species:S:1:pos:R:3:mulliken_charge:R:1 method="wB97M-V/def2-TZVPD" relative_energy_kj_mol=21.2 homo_lumo_gap_ev="9.04 / 2.88" homo_ev="-23.7293 / -24.0945" multiplicity=5 total_charge=+4 max_force_ev_per_a=7.56
P -0.05450 -0.01314 -0.47884 0.651
H 0.67091 1.24611 -2.39317 0.437
O 3.05581 0.00379 2.32063 -0.052
H -0.58571 0.73917 5.33330 0.427
H 1.90440 2.36899 0.19263 0.326
H 0.52829 -1.59707 -2.09898 0.786
H 2.94327 0.32745 -0.53323 0.347
H -1.67824 2.58041 -0.95855 0.336
H 0.58475 -0.23110 5.23675 0.405
H 1.83697 3.13781 -1.41080 0.452
H -1.68668 -2.39883 -1.86059 0.405
H 1.91950 -3.10799 -1.05871 0.381
H -1.20501 -0.51861 -2.99789 0.498
H -2.37989 -0.39682 -0.62446 0.610
Pd -0.03265 0.25973 1.85575 0.090
C 1.28992 2.47446 -0.71819 -1.155
C -1.74051 0.38983 -1.05734 0.561
C 1.97517 0.04716 1.89808 0.200
H -1.56417 -2.52209 -0.07443 0.375
O -0.43359 3.21772 2.81664 -0.015
H -1.49234 1.25270 -3.04649 0.474
H -0.71453 -3.67298 -1.12916 0.445
H 0.34192 2.96840 -0.46935 0.299
C 1.10982 1.10023 -1.38959 0.543
C 0.24368 -1.74018 -1.04419 0.418
O -2.92530 -0.92636 2.22282 -0.062
H 0.13045 -1.91003 2.73027 0.045
H -2.25784 1.80803 0.55014 0.257
C 1.41554 -2.44468 -0.33664 -1.693
H 0.46222 -2.28336 2.13985 0.062
C -1.80829 0.30438 -2.58753 -1.630
O 0.36038 0.70011 5.07129 -0.278
H 2.46180 -0.52162 -2.03952 0.416
H 1.06198 -3.08878 0.48011 0.490
C -2.25559 1.74117 -0.54552 -1.274
H 2.16521 -1.75063 0.06397 0.482
C 2.49061 0.44844 -1.52997 -1.131
H -2.84984 0.13485 -2.89283 0.424
H 3.14982 1.10947 -2.11329 0.421
C -0.28151 2.13968 2.45716 0.021
C -1.84599 -0.62571 1.92757 0.127
C -1.01526 -2.62152 -1.02178 -1.354
H -3.29497 1.87143 -0.88588 0.433



53
Properties=species:S:1:pos:R:3:mulliken_charge:R:1 method="wB97M-V/def2-TZVPD" relative_energy_kj_mol=60.5 homo_lumo_gap_ev=8.52 homo_ev=-12.3630 total_charge=+1 max_force_ev_per_a=2.40
O 1.60027 4.69274 1.78572 -0.525
H -1.64537 -2.52494 -0.71966 0.413
H -2.61224 2.86401 -3.79601 0.328
C -0.76541 2.13646 0.44784 -0.769
C 2.21295 -5.38345 0.85691 -0.203
H 2.60418 -0.88514 1.16107 0.259
N 0.81017 -0.66176 -0.47137 -0.324
H 0.61713 -5.97070 2.22982 0.344
H -3.26757 5.32532 -4.70289 0.334
O 3.52803 -5.90829 0.72161 -0.353
H 1.14405 2.03960 1.46210 0.105
O 0.11092 5.48690 -2.12164 -0.564
O -2.04624 6.03384 -3.18614 -0.301
H -0.36140 4.63075 1.16218 0.181
S -1.28825 5.38809 -1.93612 1.101
C 0.58226 2.74363 0.85943 -0.425
H -1.97504 -2.82892 0.99613 0.418
N 0.09706 -2.71354 0.44474 -0.119
O 2.20592 -7.28641 2.18632 -0.329
H 1.61093 -5.72488 0.01117 0.309
C -1.35340 -2.30607 0.29226 -1.089
H -1.14918 -0.49622 1.43532 0.577
N 1.88541 -1.57683 1.32614 -0.303
H -1.57724 1.49535 -1.43677 0.288
C -0.62121 -0.20148 -0.64083 0.275
C -2.40792 5.00785 -4.12070 -0.442
H 1.13908 3.02047 -0.02680 0.383
H -3.17933 -0.22566 1.14253 0.448
O -1.91946 5.82527 -0.74668 -0.545
H -1.55998 4.82944 -4.78496 0.306
H 1.86622 -2.13463 2.16632 0.227
H -0.97365 -0.65629 -1.56008 0.531
C -1.46538 -0.80484 0.44178 -0.322
C 0.92677 -1.68008 0.44285 0.412
H 1.13793 -0.98673 -1.37651 0.367
H -3.68967 3.86742 -2.79410 0.302
O 3.59964 -8.36369 0.47913 -0.510
O 4.66155 -7.25830 2.42503 -0.502
H 0.17848 -3.23701 1.31010 0.281
O -2.80475 -0.41284 0.27045 -0.574
H -1.43061 2.96399 0.25646 0.544
H -1.18443 1.61541 1.30145 0.433
H 0.14900 1.59329 -1.40298 0.613
C -2.70138 3.80120 -3.25276 -0.335
H -0.04669 3.72745 2.63027 0.392
S 3.64045 -7.34378 1.45275 1.083
C -0.71447 1.30084 -0.82489 -1.409
C 1.70361 -5.95633 2.16743 -0.420
C 0.36683 4.00869 1.66344 -0.599
H 2.11373 -5.41824 3.02822 0.362
H 1.70419 4.98546 2.70026 0.335
H 2.25440 -4.29717 0.85800 0.193
O -1.71088 3.86073 -2.21335 -0.176



47
Properties=species:S:1:pos:R:3:mulliken_charge:R:1 method="wB97M-V/def2-TZVPD" homo_lumo_gap_ev="7.57 / 8.70" homo_ev="-13.1387 / -13.1443" multiplicity=3 total_charge=+1 max_force_ev_per_a=0.67
C -0.37647 -2.26642 2.57126 -1.648
F -1.52878 1.15588 3.27875 -0.106
H -0.22150 3.61698 -1.28578 0.357
H -2.74379 -3.52116 2.01456 0.424
H 3.73752 -1.83299 -0.75047 0.387
C -2.19344 2.32751 0.14389 -1.787
C 2.78327 1.37106 0.14089 -1.671
H -2.56943 1.44856 0.67638 0.204
C 2.74964 0.08036 -0.66250 1.966
H 3.86588 0.80124 -2.36800 0.473
H -2.09725 0.89098 -2.99912 0.483
F 0.41686 2.14071 2.54131 -0.163
C -0.46401 -3.41396 0.34614 -1.747
H -0.88292 -1.56782 3.24141 0.336
H 0.66430 -1.94397 2.41676 0.237
C -1.10278 -2.36100 1.23590 1.744
C 2.89425 0.35724 -2.15028 -1.929
O -0.96018 -1.08295 0.55076 0.008
H -3.08423 -2.72916 0.46776 0.378
C -2.58509 -2.61253 1.43141 -1.638
H -0.51875 -4.39209 0.82493 0.507
O -0.42058 1.05104 -0.85129 0.623
H 3.71780 1.91541 -0.00198 0.517
H -1.77385 3.85487 -2.10248 0.442
H -3.03140 3.00295 -0.02907 0.541
H -3.04165 -1.77566 1.96428 0.361
H 2.12593 1.05868 -2.49204 0.367
H 0.58689 -3.17789 0.16129 0.256
H -0.33918 -3.23820 3.06325 0.506
B -0.52111 1.20284 2.47032 0.215
H 2.81593 -0.57102 -2.72166 0.455
H 4.79183 -0.48429 -0.29418 0.429
H 2.71080 1.15023 1.21537 0.377
H -3.40869 1.79586 -2.25471 0.477
H 1.96624 2.03317 -0.16165 0.175
H -2.89834 0.26757 -1.53529 0.381
C -1.54991 1.92348 -1.17033 1.739
O 1.44532 -0.53093 -0.40999 -0.019
C 3.79152 -0.90575 -0.17841 -1.623
H -0.98784 -3.47734 -0.60924 0.406
H 3.63706 -1.13910 0.87700 0.334
H -1.46877 2.86416 0.76740 0.327
Co 0.18917 0.20584 0.96313 0.183
C -2.54297 1.16928 -2.04141 -1.935
Ge -0.05752 -0.62618 -1.55326 -0.086
C -0.98490 3.13067 -1.89583 -1.645
H -0.53493 2.83386 -2.84517 0.383



Repeat the first record exactly.
45
Properties=species:S:1:pos:R:3:mulliken_charge:R:1 method="wB97M-V/def2-TZVPD" homo_lumo_gap_ev=5.75 homo_ev=-3.7820 total_charge=-1 max_force_ev_per_a=6.31
H 1.03633 -4.25183 5.46485 0.372
C 1.22004 1.44174 0.51120 -0.819
O 1.14663 0.95336 -3.34940 -0.367
O -0.72742 0.22551 -1.88307 -0.747
C -0.48322 -1.57956 2.89060 -0.747
C 1.36971 -3.00341 3.67840 0.558
C -0.92177 0.65460 3.89700 -0.824
C 0.47463 -3.74465 4.68726 -1.193
H -0.05630 3.15258 0.34207 0.325
H 1.51475 -3.64311 2.79578 0.233
H -0.87903 1.63585 0.03121 0.328
H -1.82897 3.78401 -4.77695 0.305
H -3.92024 2.82431 -3.93068 0.395
H 0.72431 -1.04522 -3.69147 0.269
O 2.80459 -2.32436 5.45980 -0.730
H -0.59657 0.16738 -5.38926 0.169
H -0.45765 -1.16476 1.87756 0.327
O 3.78521 -3.28697 3.69755 -0.767
N 0.90567 -1.65008 3.38349 -0.245
H 1.43136 0.50280 -0.00150 0.249
P -0.25858 1.39706 -2.65702 1.107
C 0.05690 2.17135 -0.12297 -0.371
O -0.54349 2.68435 -3.64571 -0.308
C 2.79124 -2.87048 4.33342 0.129
H -2.90541 3.25777 -2.53845 0.283
H 1.53118 -1.26330 2.68961 0.130
H -1.69370 1.40285 4.05242 0.247
H 0.66188 -0.74997 -6.22074 0.422
H -3.04643 1.57410 -3.04244 0.360
C 1.17483 -0.18736 -4.19784 -0.330
H 2.12776 2.04410 0.45127 0.369
H -2.15887 -1.02651 4.26567 0.369
H -0.97029 -2.55334 2.81796 0.395
H 0.84577 0.99921 -5.97294 0.265
H 0.11580 0.96136 3.83661 0.358
O 0.29222 2.40544 -1.51659 -0.341
H -1.83497 2.06619 -5.15253 0.208
H -0.29311 -3.09149 5.10591 0.256
H 1.01238 1.22724 1.56047 0.104
C -1.29449 -0.61339 3.74992 -0.140
H 2.22528 -0.42431 -4.36539 0.334
C -1.80081 2.78956 -4.33205 -0.167
C 0.48557 0.07197 -5.52587 -0.924
H -0.07347 -4.52532 4.14047 0.291
C -2.98925 2.60473 -3.40763 -1.138